Entry 1:
# C20H19N5O2

One molecule with the formula C20H19N5O2 (ωB97M-V with the def2-TZVPD basis set, OMol25).

```
46
Properties=species:S:1:pos:R:3:forces:R:3:nbo_charge:R:1
C -0.927 -1.193 6.419 -0.097 -0.065 -0.186 -0.608
C -1.145 -2.003 5.148 0.399 0.127 -0.017 -0.427
C 0.187 -2.380 4.494 -0.463 -0.345 0.078 -0.062
O 0.930 -1.254 4.076 0.167 0.260 -0.064 -0.495
C 0.565 -0.569 2.962 0.072 0.240 -0.184 0.311
C 1.292 0.601 2.717 -0.055 -0.216 0.180 -0.260
C 1.030 1.374 1.611 -0.187 -0.095 -0.122 -0.145
C 0.028 0.997 0.716 0.012 -0.412 0.428 -0.136
C -0.692 -0.169 0.953 0.180 0.323 -0.080 -0.162
C -0.431 -0.947 2.064 0.037 -0.278 0.296 -0.272
H -1.009 -1.846 2.218 -0.032 -0.060 0.058 0.210
H -1.463 -0.458 0.255 -0.077 -0.061 -0.044 0.225
C -0.244 1.800 -0.452 -0.533 0.249 -0.911 0.267
N -1.186 1.537 -1.356 -0.068 -0.250 0.612 -0.263
N -1.021 2.504 -2.229 0.333 -0.004 0.750 0.002
N -0.054 3.326 -1.903 0.014 0.742 -0.728 -0.035
N 0.444 2.910 -0.796 0.353 -0.039 0.540 -0.264
C -1.776 2.610 -3.437 -0.702 0.133 -0.582 -0.323
H -1.213 3.239 -4.132 -0.030 -0.066 0.088 0.250
H -2.744 3.084 -3.244 0.166 -0.092 -0.070 0.243
C -2.053 1.231 -4.058 -0.010 0.128 0.109 0.574
O -3.103 1.026 -4.626 -0.009 0.161 0.057 -0.534
C -1.039 0.214 -3.851 0.089 -0.909 -0.310 -0.269
C -1.355 -1.121 -3.712 -0.270 0.663 -0.141 0.072
N -0.253 -1.830 -3.387 -0.036 -0.424 0.074 -0.506
C 0.828 -0.987 -3.326 0.338 0.586 -0.020 0.115
C 2.154 -1.268 -3.033 0.039 -0.052 0.003 -0.226
C 3.048 -0.219 -3.064 0.013 -0.156 0.020 -0.211
C 2.633 1.068 -3.408 -0.003 0.200 -0.045 -0.219
C 1.317 1.349 -3.703 0.139 -0.068 -0.003 -0.220
C 0.380 0.320 -3.628 0.059 -0.425 0.001 -0.009
H 1.035 2.352 -3.985 -0.006 0.059 -0.005 0.218
H 3.363 1.863 -3.444 0.068 0.079 -0.007 0.217
H 4.087 -0.395 -2.832 0.086 -0.035 0.017 0.215
H 2.471 -2.272 -2.794 0.064 -0.095 0.035 0.213
H -0.229 -2.817 -3.190 -0.037 0.130 -0.038 0.418
H -2.324 -1.574 -3.792 -0.153 -0.100 0.006 0.228
H 1.588 2.277 1.419 0.087 0.079 0.018 0.234
H 2.063 0.876 3.420 0.088 0.035 0.078 0.225
H 0.028 -3.073 3.658 0.091 0.062 0.057 0.173
H 0.831 -2.871 5.229 -0.080 -0.012 -0.114 0.193
H -1.689 -2.922 5.375 -0.039 -0.029 -0.079 0.206
H -1.742 -1.418 4.445 -0.065 -0.102 -0.036 0.208
H -1.880 -0.888 6.845 -0.040 0.061 0.103 0.211
H -0.388 -1.780 7.159 0.062 -0.023 0.124 0.200
H -0.345 -0.302 6.198 0.036 0.099 0.055 0.215
```
Positions in Å, forces in eV/Å.

Output
- F_max (eV/Å) = 1.08
- orbital gap (eV) = 8.8
- SMILES string = CCCOc1ccc(-c2nnn(CC(=O)c3c[nH]c4ccccc34)n2)cc1
- total charge = 0


Entry 2:
# C2H6BrFSi

A 2-piece molecular cluster, C2H6BrFSi overall (ωB97M-V with the def2-TZVPD basis set, OMol25).

```
11
Properties=species:S:1:pos:R:3:forces:R:3:mulliken_spin:R:1
C 1.464 -2.314 0.537 -0.573 -1.647 0.493 0.914
C -0.295 1.824 -0.897 0.024 -0.996 1.401 0.140
F -1.501 1.270 1.829 0.687 -0.688 -1.890 0.029
Si -0.934 0.492 0.431 0.577 1.680 1.010 0.750
Br -2.654 -0.640 -0.318 -0.321 -0.131 -0.241 0.087
H 1.168 -3.363 0.243 0.551 1.586 0.109 0.029
H 1.916 -1.585 -0.098 0.123 -0.004 -0.532 0.034
H 1.321 -2.041 1.575 -0.042 -0.047 -0.098 0.026
H -0.133 2.717 -0.333 -0.797 0.960 0.492 -0.009
H 0.702 1.764 -1.317 0.091 -1.106 -0.304 -0.009
H -1.054 1.876 -1.651 -0.319 0.393 -0.439 0.008
```
Positions in Å, forces in eV/Å.

Output
- F_max (eV/Å) = 2.13
- orbital gap (alpha / beta) (eV) = 8.7 / 9.6
- ⟨S²⟩ = 2.005
- total charge = 0
- multiplicity = 3


Entry 3:
# C22H30N2O2S

One molecule with the formula C22H30N2O2S (ωB97M-V with the def2-TZVPD basis set, OMol25).

```
57
Properties=species:S:1:pos:R:3:forces:R:3:nbo_charge:R:1
C -6.947 -1.582 -0.566 0.082 0.201 -0.151 -0.613
H -7.148 -2.347 -1.313 -0.034 -0.111 0.004 0.212
H -6.233 -1.986 0.145 0.051 -0.127 0.130 0.199
C -6.389 -0.337 -1.248 0.031 0.063 0.049 -0.397
H -5.485 -0.610 -1.793 -0.076 0.014 -0.109 0.221
H -7.124 0.027 -1.970 0.024 0.028 -0.066 0.195
C -6.031 0.817 -0.302 0.009 -0.175 0.087 -0.215
C -7.219 1.268 0.546 0.282 0.023 -0.169 -0.607
H -7.485 0.508 1.276 -0.091 -0.079 0.103 0.202
H -8.083 1.461 -0.086 -0.144 0.025 -0.016 0.210
H -6.976 2.182 1.083 -0.031 0.086 0.087 0.209
C -4.841 0.470 0.596 -0.128 0.060 -0.040 -0.208
N -3.688 0.100 -0.196 0.218 0.302 -0.211 -0.632
H -3.469 0.830 -0.872 0.032 -0.131 0.098 0.386
C -2.495 -0.176 0.572 -0.226 -0.013 -0.106 -0.311
C -1.268 0.315 -0.188 -0.200 -0.080 0.243 0.694
O -1.382 1.044 -1.156 -0.168 0.168 -0.237 -0.636
N -0.052 -0.067 0.270 0.356 0.137 -0.122 -0.438
C 0.211 -0.876 1.439 -0.016 -0.394 0.177 -0.200
H -0.696 -1.003 2.025 0.042 0.065 -0.008 0.222
C 0.792 -2.238 1.038 -0.147 0.106 0.095 -0.443
C 1.895 -1.998 0.066 0.262 -0.174 -0.182 -0.188
C 2.043 -0.855 -0.658 -0.180 -0.331 0.180 -0.090
C 3.129 -0.924 -1.570 0.067 -0.207 -0.107 -0.234
C 3.793 -2.101 -1.496 -0.074 -0.230 0.138 -0.397
S 3.107 -3.168 -0.331 -0.220 0.532 -0.064 0.431
H 4.649 -2.421 -2.055 0.207 -0.004 -0.160 0.237
H 3.390 -0.130 -2.244 0.102 0.153 -0.131 0.234
C 1.124 0.318 -0.500 0.246 0.412 -0.267 -0.086
H 0.770 0.628 -1.490 0.073 -0.064 0.235 0.258
C 1.796 1.556 0.160 -0.571 -0.177 0.188 -0.061
O 3.050 1.876 -0.378 0.291 -0.065 -0.232 -0.503
C 4.180 1.256 0.079 0.372 0.086 0.126 0.313
C 5.347 1.590 -0.610 -0.206 0.000 0.065 -0.232
C 6.567 1.039 -0.269 -0.103 -0.030 0.031 -0.003
C 6.624 0.136 0.789 0.027 -0.051 0.027 -0.256
C 5.477 -0.189 1.483 0.105 0.009 -0.026 -0.165
C 4.254 0.364 1.141 -0.352 0.192 0.059 -0.314
H 3.379 0.074 1.700 -0.085 -0.012 -0.011 0.211
H 5.524 -0.890 2.304 -0.006 -0.060 0.063 0.211
H 7.569 -0.309 1.064 0.116 -0.053 0.037 0.208
C 7.813 1.399 -1.020 -0.002 -0.005 0.019 -0.627
H 7.597 2.104 -1.818 0.046 0.050 -0.073 0.214
H 8.544 1.846 -0.348 0.083 0.044 -0.016 0.220
H 8.263 0.508 -1.454 0.071 -0.015 -0.061 0.219
H 5.265 2.292 -1.426 0.005 0.097 -0.124 0.212
H 1.161 2.424 -0.041 0.044 -0.133 0.084 0.209
H 1.854 1.421 1.246 -0.002 0.030 -0.077 0.168
H 1.151 -2.770 1.921 -0.055 0.011 0.041 0.224
H 0.014 -2.850 0.571 -0.026 0.001 0.090 0.220
H 0.941 -0.352 2.067 -0.093 -0.046 0.020 0.194
H -2.428 -1.257 0.746 0.147 0.096 0.163 0.200
H -2.505 0.335 1.553 0.046 -0.119 -0.068 0.189
H -5.094 -0.381 1.238 -0.092 0.068 0.084 0.180
H -4.633 1.331 1.261 -0.026 -0.127 -0.019 0.161
H -5.725 1.660 -0.934 0.023 0.004 0.034 0.195
H -7.876 -1.365 -0.047 -0.105 -0.051 0.095 0.199
```
Positions in Å, forces in eV/Å.

Output
- F_max (eV/Å) = 0.63
- orbital gap (eV) = 8.8
- SMILES string = CC[C@@H](C)CNCC(=O)N1CCc2sccc2[C@@H]1COc1cccc(C)c1
- total charge = 0


Entry 4:
# C23H29CoN2O8P2S

C23H29CoN2O8P2S as an isolated structure (ωB97M-V with the def2-TZVPD basis set, OMol25).

```
66
Properties=species:S:1:pos:R:3:forces:R:3:mulliken_spin:R:1
Co -0.422 0.431 0.146 -0.300 -0.393 -0.036 1.887
O 0.838 1.999 0.678 0.008 0.179 -0.124 0.018
S 3.702 0.727 -0.470 -0.085 0.028 -0.142 0.543
O 4.259 1.761 -1.393 0.026 0.001 0.086 0.379
O 2.721 -0.918 1.464 -0.074 -0.027 0.017 0.013
C 2.325 0.046 -1.414 0.104 -0.038 -0.027 -0.022
C 2.108 0.598 -2.675 0.019 -0.023 0.076 0.055
C 1.114 0.101 -3.500 -0.052 -0.014 -0.061 -0.026
C 0.306 -0.945 -3.076 0.066 0.003 0.053 0.077
C 0.498 -1.479 -1.808 -0.093 0.126 -0.076 -0.062
C 1.511 -1.011 -0.966 0.003 0.048 0.072 0.077
P 1.763 -1.735 0.680 0.112 0.195 -0.116 -0.032
C 2.288 -3.447 0.502 0.019 -0.033 0.089 0.000
C 1.819 -4.357 -0.444 -0.090 0.083 -0.128 0.002
C 2.304 -5.652 -0.468 0.071 -0.064 0.057 0.000
C 3.269 -6.049 0.451 -0.051 -0.019 -0.061 0.000
C 3.749 -5.147 1.387 0.017 0.029 0.035 -0.001
C 3.263 -3.848 1.414 -0.003 -0.013 0.028 -0.006
C 0.090 -1.683 1.378 0.106 -0.071 -0.114 0.022
C -0.859 -2.705 1.191 0.026 0.051 -0.005 0.009
C -2.100 -2.606 1.779 -0.060 0.082 0.097 0.007
C -2.404 -1.498 2.586 -0.040 -0.074 -0.029 -0.015
C -1.463 -0.517 2.811 0.099 0.016 -0.029 0.032
C -0.197 -0.590 2.204 -0.172 -0.108 0.212 -0.055
H 2.744 1.409 -2.998 0.009 0.011 -0.005 0.006
H 0.977 0.529 -4.485 -0.005 -0.007 -0.003 0.000
H -0.455 -1.357 -3.728 -0.005 0.022 -0.020 0.000
H -0.153 -2.280 -1.477 0.053 -0.045 0.045 0.006
H 1.093 -4.064 -1.193 0.006 0.033 0.032 0.000
H 1.941 -6.351 -1.210 -0.003 0.001 -0.005 0.000
H 3.651 -7.060 0.427 0.002 0.000 0.000 0.000
H 4.509 -5.451 2.093 0.000 0.004 0.006 0.000
H 3.642 -3.131 2.130 0.010 -0.002 0.006 -0.001
H -0.600 -3.594 0.627 0.020 0.033 -0.010 -0.003
H -2.822 -3.404 1.661 -0.008 0.001 0.001 0.000
H -3.368 -1.439 3.076 -0.001 -0.005 -0.008 -0.001
H -1.692 0.310 3.469 0.012 0.012 -0.001 0.000
H 0.589 0.110 2.462 0.021 -0.010 0.018 -0.004
C -5.581 1.572 0.396 -0.012 -0.018 0.050 0.001
O -4.292 1.939 0.904 0.035 -0.009 -0.029 -0.001
C -3.191 1.319 0.494 0.070 -0.011 0.032 0.014
O -2.108 1.662 0.925 -0.066 0.016 -0.003 0.023
N -3.338 0.323 -0.430 0.005 0.058 0.048 -0.001
N -2.188 -0.404 -0.787 -0.081 0.049 0.038 0.025
H -6.280 2.258 0.861 0.001 0.001 -0.017 0.000
H -5.838 0.553 0.695 -0.007 0.003 -0.021 0.000
H -5.625 1.688 -0.687 0.005 0.004 0.000 0.000
H -4.241 -0.075 -0.625 0.019 -0.036 -0.031 0.000
H -2.100 -0.407 -1.798 0.043 -0.017 0.000 -0.001
H -2.263 -1.359 -0.443 0.002 -0.012 0.025 -0.002
C 2.843 4.401 -0.298 -0.071 -0.018 0.009 0.006
O 1.684 3.828 -0.961 -0.002 -0.055 0.071 -0.001
P 0.521 3.211 -0.120 0.227 -0.118 0.002 0.023
O -0.540 2.823 -1.225 0.082 0.207 -0.053 0.009
C -0.970 3.824 -2.177 -0.045 -0.119 0.031 0.003
O -0.003 4.420 0.726 -0.013 0.003 0.003 0.001
C -0.670 4.263 2.002 0.021 -0.031 -0.058 0.000
H 2.698 5.475 -0.228 0.022 -0.004 0.007 0.000
H 3.701 4.148 -0.909 0.012 0.027 -0.026 -0.002
H 2.968 3.967 0.694 0.005 -0.003 -0.007 -0.001
H -0.121 4.155 -2.770 -0.012 0.019 -0.011 0.000
H -1.422 4.663 -1.649 0.015 0.016 -0.023 0.000
H -1.709 3.343 -2.811 0.004 0.015 -0.007 0.001
H -1.744 4.281 1.842 0.000 0.012 0.013 0.000
H -0.352 5.102 2.613 -0.033 0.000 0.014 0.000
H -0.380 3.320 2.458 0.006 0.010 0.015 0.000
```
Positions in Å, forces in eV/Å.

Output
- F_max (eV/Å) = 0.50
- orbital gap (alpha / beta) (eV) = 8.0 / 6.8
- ⟨S²⟩ = 3.777
- total charge = +1
- multiplicity = 4


Entry 5:
# C4H11NO2

One molecule with the formula C4H11NO2 (ωB97M-V with the def2-TZVPD basis set, OMol25).

```
18
Properties=species:S:1:pos:R:3:forces:R:3:nbo_charge:R:1
C -0.942 -0.974 0.175 0.144 1.212 -1.389 -0.083
O -2.064 -1.029 1.058 0.313 -0.134 -0.441 -0.730
C -0.512 0.517 0.095 0.445 -0.784 1.735 -0.061
C 0.749 0.931 -0.675 -1.003 -0.624 -1.197 -0.442
C 1.958 0.018 -0.729 -0.265 -1.178 -0.122 -0.059
O 2.439 -0.492 0.523 -0.347 0.687 0.119 -0.732
N -1.667 1.222 -0.502 -0.317 0.788 1.611 -0.831
H -0.145 -1.662 0.449 0.052 0.113 0.173 0.181
H -1.286 -1.194 -0.842 -0.067 -0.489 0.081 0.167
H -1.801 -1.608 1.761 -0.120 -0.311 0.638 0.475
H -0.333 0.733 1.167 -0.330 0.413 -0.281 0.170
H 0.944 1.993 -0.555 0.205 0.022 0.470 0.212
H 0.319 0.858 -1.684 0.564 0.291 -0.297 0.225
H 2.785 0.444 -1.302 -0.109 0.327 0.083 0.172
H 1.617 -0.859 -1.299 0.112 0.107 -0.092 0.151
H -1.699 2.124 -0.008 0.314 0.157 -0.767 0.350
H 2.871 -1.322 0.322 0.166 -0.118 0.100 0.467
H -2.511 0.847 -0.054 0.243 -0.479 -0.424 0.369
```
Positions in Å, forces in eV/Å.

Output
- F_max (eV/Å) = 1.95
- orbital gap (eV) = 10.4
- SMILES string = N[C@@H](CO)CCO
- total charge = 0